[1]
Formula: H14O7
Source: the OMol25 dataset
Level of theory: wB97M-V/def2-TZVPD

Its lowest unoccupied orbital energy (spin up / spin down) is 3.29 / 3.20 eV. Its total charge is -1. The calculation puts the energy above the lowest of the compared OMol25 structures with the same formula, charge and spin at 32.5 kJ/mol. As for the spin multiplicity: 2. The total energy is -14559.657 eV. The value obtained for the gap between HOMO and LUMO (spin up / spin down) is 0.100 / 0.389 Ha.

Geometry (Å):
O: 0.236 0.949 1.115
O: 4.337 -1.940 -0.138
O: 2.155 0.316 -1.133
O: -2.369 2.857 1.646
H: -0.320 1.141 0.340
H: 0.094 1.713 1.686
H: 4.428 -1.123 0.373
H: 4.943 -1.759 -0.870
H: 2.021 -0.268 -1.887
H: 2.004 -0.206 -0.335
H: -3.206 3.321 1.538
H: -2.495 2.108 1.061
O: -1.149 -1.435 -2.001
O: -2.122 0.852 -0.437
O: -1.171 -1.399 1.060
H: -2.136 0.011 0.057
H: -2.262 0.581 -1.353
H: -0.518 -2.056 -2.389
H: -0.798 -1.254 -1.112
H: -0.416 -0.798 1.221
H: -0.776 -2.284 1.115

---

[2]
Formula: H14O7
Source: the OMol25 dataset
Level of theory: wB97M-V/def2-TZVPD

Its lowest unoccupied orbital energy is -0.11 eV. The calculation puts the energy above the lowest of the compared OMol25 structures with the same formula, charge and spin at 911.5 kJ/mol. The total energy is -14552.014 eV. The value obtained for the gap between HOMO and LUMO is 0.298 Ha.

Geometry (Å):
H: -0.199 0.600 1.247
H: -1.314 1.257 0.450
H: 5.265 0.348 1.645
H: 3.910 -0.192 1.216
H: -2.447 -1.093 -1.503
H: -1.906 0.318 -1.668
H: 2.009 -2.078 -0.947
H: 2.141 -3.590 -1.025
H: -2.311 -1.345 2.138
H: -0.800 -1.212 2.232
H: 1.703 3.816 -1.049
H: 1.622 2.303 -0.930
H: -4.947 0.032 -0.486
H: -4.058 1.204 -0.105
O: -1.154 0.581 1.118
O: 4.800 -0.025 0.887
O: -2.583 -0.187 -1.203
O: 2.438 -2.778 -1.451
O: -1.556 -0.929 1.706
O: 2.251 3.034 -0.920
O: -4.030 0.259 -0.290

---

[3]
Formula: H14O7
Source: the OMol25 dataset
Level of theory: wB97M-V/def2-TZVPD

Its lowest unoccupied orbital energy is 0.51 eV. The calculation puts the energy above the lowest of the compared OMol25 structures with the same formula, charge and spin at 95.1 kJ/mol. The total energy is -14560.475 eV. The value obtained for the gap between HOMO and LUMO is 0.405 Ha. As for the SMILES: O.O.O.O.O.O.O.

Geometry (Å):
O: -1.793 2.099 0.030
H: -1.377 1.653 0.794
H: -2.731 2.209 0.232
O: -1.031 0.262 -3.237
H: -0.858 -0.235 -4.035
H: -1.629 -0.303 -2.742
O: -1.113 -1.136 -0.505
H: -0.315 -1.515 -0.138
H: -1.284 -0.407 0.091
O: -0.577 0.305 1.991
H: -0.802 0.813 2.761
H: 0.123 -0.331 2.276
O: 2.405 -0.815 0.066
H: 2.824 -1.525 -0.414
H: 1.935 -0.294 -0.616
O: 1.377 -1.403 2.837
H: 1.243 -2.340 2.658
H: 2.053 -1.126 2.220
O: 0.813 1.140 -1.231
H: 0.166 1.751 -0.874
H: 0.569 1.197 -2.164

---

[4]
Formula: H14O7
Source: the OMol25 dataset
Level of theory: wB97M-V/def2-TZVPD

Its lowest unoccupied orbital energy is 0.05 eV. The calculation puts the energy above the lowest of the compared OMol25 structures with the same formula, charge and spin at 202.0 kJ/mol. The total energy is -14559.368 eV. The value obtained for the gap between HOMO and LUMO is 0.411 Ha. As for the SMILES: O.O.O.O.O.O.O.

Geometry (Å):
O: -0.088 -0.939 0.390
H: 0.240 -1.037 -0.504
H: 0.087 -0.024 0.610
O: 0.607 -4.966 2.341
H: 0.975 -4.095 2.194
H: 0.778 -5.439 1.526
O: -3.198 -3.271 2.448
H: -2.351 -3.661 2.666
H: -3.024 -2.738 1.672
O: 1.225 -0.582 -4.174
H: 1.924 -1.013 -4.666
H: 1.627 0.218 -3.836
O: -2.699 1.910 -2.904
H: -2.457 1.012 -2.674
H: -2.586 1.953 -3.853
O: 3.599 3.636 2.916
H: 2.978 3.354 2.244
H: 3.053 3.854 3.671
O: 0.084 3.733 0.076
H: -0.321 4.447 0.569
H: -0.454 3.650 -0.711

---

[5]
Formula: H14O7
Source: the OMol25 dataset
Level of theory: wB97M-V/def2-TZVPD

Its lowest unoccupied orbital energy is -0.01 eV. The calculation puts the energy above the lowest of the compared OMol25 structures with the same formula, charge and spin at 159.5 kJ/mol. The total energy is -14559.808 eV. The value obtained for the gap between HOMO and LUMO is 0.403 Ha. As for the SMILES: O.O.O.O.O.O.O.

Geometry (Å):
O: 12.255 -3.343 -29.609
H: 12.144 -3.090 -30.526
H: 11.645 -2.782 -29.130
O: 10.955 -0.114 -27.333
H: 9.999 -0.156 -27.348
H: 11.168 0.680 -27.823
O: 17.073 0.040 -26.514
H: 16.187 0.118 -26.160
H: 17.022 0.445 -27.380
O: 10.190 -3.205 -27.307
H: 10.253 -2.363 -26.857
H: 9.504 -3.678 -26.835
O: 13.815 -1.131 -26.920
H: 14.228 -1.808 -27.454
H: 12.876 -1.258 -27.056
O: 11.811 -0.705 -24.538
H: 11.980 -1.587 -24.205
H: 12.407 -0.611 -25.281
O: 14.374 1.501 -27.197
H: 14.123 0.600 -27.402
H: 14.485 1.919 -28.051

---

[6]
Formula: H14O7
Source: the OMol25 dataset
Level of theory: wB97M-V/def2-TZVPD

Its lowest unoccupied orbital energy is -0.08 eV. The calculation puts the energy above the lowest of the compared OMol25 structures with the same formula, charge and spin at 120.4 kJ/mol. The total energy is -14560.213 eV. The value obtained for the gap between HOMO and LUMO is 0.395 Ha. As for the SMILES: O.O.O.O.O.O.O.

Geometry (Å):
O: 30.586 -2.723 16.180
H: 31.453 -3.151 16.080
H: 30.718 -2.159 16.963
O: 28.654 -4.483 14.812
H: 29.338 -3.934 15.230
H: 27.959 -3.865 14.563
O: 33.353 -0.808 16.226
H: 33.737 -0.525 15.389
H: 33.082 -1.728 16.080
O: 33.014 -3.909 15.546
H: 33.404 -3.764 14.675
H: 33.580 -4.552 15.990
O: 29.290 -0.004 15.777
H: 28.799 -0.301 16.551
H: 29.581 -0.827 15.356
O: 32.868 -2.900 19.538
H: 32.048 -3.400 19.461
H: 32.729 -2.120 18.973
O: 31.613 -0.718 17.964
H: 31.459 0.043 18.537
H: 32.031 -0.356 17.159

---

[7]
Formula: H15NO6
Source: the OMol25 dataset
Level of theory: wB97M-V/def2-TZVPD

Its lowest unoccupied orbital energy is 0.37 eV. The calculation puts the energy above the lowest of the compared OMol25 structures with the same formula, charge and spin at 138.3 kJ/mol. The total energy is -14018.403 eV. The value obtained for the gap between HOMO and LUMO is 0.405 Ha. As for the SMILES: N.O.O.O.O.O.O.

Geometry (Å):
N: 2.760 -1.714 -0.199
H: 3.528 -1.045 -0.185
H: 2.484 -1.757 0.783
H: 3.142 -2.630 -0.357
O: -0.184 -2.506 -1.271
H: 0.373 -2.842 -0.585
H: -1.039 -2.828 -1.041
O: -0.802 2.365 -1.710
H: -0.582 3.276 -1.951
H: -1.389 2.161 -2.434
O: -0.596 2.665 3.990
H: -0.356 2.371 3.107
H: -1.457 2.184 4.061
O: -0.854 -0.691 2.337
H: -0.170 -0.242 1.827
H: -0.493 -0.979 3.180
O: -0.355 1.798 1.078
H: -0.944 2.534 0.852
H: -0.398 1.460 0.175
O: -1.293 -1.261 -3.868
H: -0.649 -1.200 -3.167
H: -0.725 -1.119 -4.622

---

[8]
Formula: H15NO6
Source: the OMol25 dataset
Level of theory: wB97M-V/def2-TZVPD

Its lowest unoccupied orbital energy is 0.36 eV. The calculation puts the energy above the lowest of the compared OMol25 structures with the same formula, charge and spin at 149.0 kJ/mol. The total energy is -14018.292 eV. The value obtained for the gap between HOMO and LUMO is 0.403 Ha. As for the SMILES: N.O.O.O.O.O.O.

Geometry (Å):
N: 0.241 1.707 -1.448
H: 0.998 0.989 -1.348
H: 0.568 2.427 -0.776
H: 0.658 2.113 -2.278
O: -0.217 -2.497 -2.860
H: 0.327 -3.052 -2.211
H: -0.394 -3.126 -3.560
O: -2.447 -0.563 0.978
H: -2.581 -0.115 0.165
H: -2.967 -1.469 0.822
O: 2.970 1.709 2.897
H: 2.056 1.496 2.924
H: 3.582 1.017 2.796
O: 1.369 -0.804 0.283
H: 1.979 -0.795 1.012
H: 0.490 -0.574 0.655
O: -0.125 0.657 2.630
H: -1.009 0.209 2.219
H: -0.434 0.521 3.493
O: -2.075 0.175 -2.185
H: -1.314 0.733 -1.969
H: -1.676 -0.759 -2.237